{
  "formula": "C15H25F3N3O4Si",
  "method": "ωB97M-V with the def2-TZVPD basis set",
  "charge": -1,
  "orbital_gap_ev": 4.7,
  "homo_ha": -0.10605,
  "elements": ["C", "Si", "C", "C", "C", "C", "F", "F", "N", "C", "C", "F", "C", "C", "C", "C", "C", "C", "H", "H", "H", "H", "H", "H", "H", "H", "H", "H", "H", "H", "H", "H", "H", "H", "H", "H", "H", "C", "N", "O", "O", "H", "H", "H", "C", "N", "O", "O", "H", "H", "H"],
  "coordinates": [[2.95481, 0.57777, 4.23236], [1.16035, 1.06787, 3.97424], [0.92406, 2.95430, 4.03278], [0.56637, 0.48074, 2.29611], [1.55895, 0.79450, 1.14833], [1.42518, -0.19723, -0.00480], [1.81340, -1.47656, 0.58725], [0.03738, -0.36580, -0.23960], [2.14612, 0.14775, -1.07870], [1.68654, -0.37803, -2.34134], [1.52378, -1.88784, -2.47191], [2.64208, -2.59400, -2.05652], [-0.00379, 0.32302, 5.28308], [-0.27735, 0.96174, 6.49840], [-1.15471, 0.41203, 7.42902], [-1.78716, -0.79683, 7.15782], [-1.52529, -1.46159, 5.96257], [-0.63961, -0.90035, 5.04006], [3.22555, -0.29385, 3.64299], [3.58384, 1.39005, 3.86777], [3.22500, 0.41419, 5.27322], [0.15205, 3.18729, 3.30483], [0.51933, 3.22196, 5.00693], [1.83350, 3.51009, 3.83666], [0.42462, -0.59772, 2.33429], [-0.41356, 0.92449, 2.12540], [2.58233, 0.77915, 1.50377], [1.29988, 1.76687, 0.74731], [0.74073, 0.07489, -2.67562], [2.43544, -0.09137, -3.08626], [1.35572, -2.13952, -3.52368], [0.65826, -2.24578, -1.91790], [0.18971, 1.90816, 6.73049], [-1.37336, 0.92367, 8.35377], [-2.48305, -1.23786, 7.85537], [-2.01414, -2.39567, 5.73431], [-0.46764, -1.45133, 4.12791], [0.19670, -1.91228, -7.32114], [-0.27968, -1.31370, -6.04498], [0.51862, -0.71080, -5.37049], [-1.45510, -1.47936, -5.77534], [1.25099, -1.68767, -7.42895], [0.02423, -2.98243, -7.26127], [-0.38896, -1.47077, -8.12244], [-4.13700, 1.19981, -6.76430], [-3.96290, 0.49901, -8.06589], [-4.91647, -0.09264, -8.52606], [-2.86891, 0.57048, -8.58384], [-5.15583, 1.05256, -6.42795], [-3.42612, 0.76770, -6.06455], [-3.92490, 2.25088, -6.93353]],
  "atomic_forces_ev_per_a": [[0.048, 0.313, 0.085], [-0.395, 0.075, -0.572], [-0.128, -0.747, 0.412], [0.646, -0.043, 0.440], [-1.147, -0.294, 0.441], [1.472, 1.476, -0.801], [-0.570, -0.636, 0.240], [-0.462, -0.496, 0.139], [-0.549, -0.149, 0.188], [0.770, -0.019, 0.334], [-0.622, 0.252, -0.265], [0.286, -0.143, -0.006], [0.147, -0.044, 0.007], [-0.199, -0.305, 0.038], [-0.085, -0.206, -0.251], [0.153, -0.139, -0.344], [0.309, 0.601, 0.033], [-0.285, -0.148, 0.432], [-0.104, -0.239, 0.003], [0.071, 0.100, -0.052], [-0.036, -0.094, 0.130], [0.028, 0.191, -0.210], [0.125, 0.280, 0.120], [0.066, 0.171, -0.094], [-0.032, -0.156, -0.024], [-0.128, -0.011, -0.185], [0.249, 0.065, -0.167], [0.313, 0.273, -0.118], [-0.185, -0.164, -0.077], [0.019, 0.091, -0.139], [0.071, -0.057, -0.113], [0.062, -0.079, 0.346], [0.078, 0.115, 0.007], [0.056, 0.123, 0.125], [-0.067, 0.060, 0.188], [-0.057, -0.141, 0.010], [0.120, 0.093, -0.190], [0.136, -0.004, -0.065], [0.045, 0.009, -0.026], [-0.057, 0.095, -0.089], [-0.132, 0.038, -0.020], [0.005, 0.018, 0.049], [-0.076, 0.007, -0.015], [-0.070, -0.045, 0.021], [-0.079, -0.039, 0.141], [-0.043, -0.007, 0.076], [-0.020, -0.014, -0.027], [0.086, -0.007, -0.049], [-0.018, -0.041, -0.060], [0.081, 0.036, -0.051], [0.104, -0.015, 0.008]],
  "lowdin_charge": [-0.17, 0.60, -0.16, -0.26, -0.16, -0.65, -0.07, -0.02, -0.01, -0.31, -0.24, -0.07, -0.23, -0.11, -0.10, -0.11, -0.09, -0.09, 0.03, 0.02, 0.02, 0.03, 0.00, 0.02, 0.06, 0.08, 0.09, 0.10, 0.09, 0.09, 0.08, 0.10, 0.08, 0.09, 0.09, 0.09, 0.09, 0.04, -0.44, 0.08, 0.04, 0.09, 0.10, 0.09, 0.05, -0.45, 0.06, 0.05, 0.09, 0.10, 0.10]
}